{
  "formula": "C32H93N15O11",
  "method": "ωB97M-V with the def2-TZVPD basis set",
  "elements": ["H", "H", "N", "H", "H", "H", "H", "N", "H", "H", "H", "H", "H", "H", "O", "C", "H", "C", "H", "H", "C", "C", "C", "C", "H", "H", "H", "N", "O", "O", "H", "H", "H", "H", "H", "C", "C", "H", "H", "H", "H", "H", "O", "H", "H", "C", "N", "C", "N", "H", "H", "C", "O", "H", "H", "N", "C", "H", "H", "H", "C", "H", "H", "C", "N", "H", "H", "C", "N", "N", "C", "H", "C", "H", "H", "H", "C", "H", "H", "H", "C", "H", "H", "H", "O", "H", "N", "H", "H", "H", "H", "H", "H", "N", "H", "O", "H", "C", "C", "H", "H", "H", "H", "H", "H", "O", "O", "H", "H", "C", "H", "H", "H", "N", "C", "H", "H", "H", "H", "H", "H", "H", "H", "C", "H", "O", "H", "N", "C", "C", "H", "H", "N", "H", "O", "H", "C", "H", "C", "C", "H", "C", "H", "N", "C", "H", "H", "H", "C", "H", "H"],
  "positions_angstrom": [[0.39175, 0.90874, 0.93432], [3.36743, 3.99965, -0.65120], [-1.00282, 1.58147, -0.56495], [-3.57164, -3.00514, 1.10642], [-1.57546, -0.75049, 3.23210], [4.23721, -5.12303, -2.89942], [0.71899, -2.84007, 5.95336], [-2.24468, 0.00224, 3.41465], [-1.26294, 1.38775, -1.53178], [-2.62929, -0.51158, -5.04746], [-4.18019, -3.94263, 4.35915], [0.01732, -1.39935, 0.66559], [-1.66081, -4.72900, -4.28673], [10.30966, -0.81661, 0.62828], [2.76188, 0.29724, 2.87298], [-3.87225, 3.09113, -3.43114], [-3.82566, -3.74429, 6.09686], [-2.37359, 3.08860, -3.66659], [-5.28212, 1.65253, -0.22026], [3.85281, 0.96030, -0.63336], [8.23405, -0.08200, -1.12454], [-2.91751, -0.13225, 4.73632], [1.63274, 5.94948, 0.33254], [1.90702, 4.56473, 0.85057], [-2.13636, -0.11632, 5.50468], [4.12861, -0.73743, -0.55771], [-1.29886, -1.10220, -0.53418], [-0.77150, -3.45974, -5.76883], [0.26906, -1.62170, 3.06872], [2.24763, -4.51454, -0.55700], [2.58150, 2.64624, 0.07468], [-1.38785, -0.54849, 1.16318], [5.06439, 2.81963, 0.85481], [-4.72309, 1.34572, -4.43049], [4.04582, -2.41760, 3.91541], [-1.68265, -3.76562, 0.71686], [-0.73451, -0.68605, 0.29909], [-5.21801, -0.29340, 2.07118], [2.66086, -2.05012, 3.22014], [0.75051, -5.07155, -4.17773], [8.99430, -1.72742, 0.90925], [1.22887, 6.56536, 1.15297], [6.66608, 1.61339, 0.57118], [2.36552, 8.56139, -0.14138], [-0.22399, 0.55902, -4.01975], [-4.73906, 0.93142, 0.39931], [3.20501, -3.03379, -2.00764], [-3.38929, -3.75536, 5.09034], [3.92275, -5.25621, -1.95577], [4.86108, 1.24883, 1.57359], [-5.69348, 2.80823, -4.58918], [-4.10472, -0.11997, -0.47379], [2.82693, 6.52287, -0.12011], [-4.20495, 2.57643, -5.51300], [7.63098, 0.74657, -1.51454], [-0.42657, -3.76658, 1.27995], [-5.76424, 0.32040, 1.35327], [0.26328, -4.09901, 0.61890], [3.43220, -0.03995, -2.03909], [-2.22160, 3.63163, -4.61295], [1.06729, 0.32088, -1.05161], [1.38546, 1.18175, -1.65675], [9.24723, 1.12515, 0.33454], [5.60816, 2.03355, 1.37937], [2.14551, -2.59168, 3.89537], [1.71858, 3.66148, -1.13388], [-4.32403, -1.60379, 3.90918], [2.39236, 3.66471, -0.27364], [2.51360, -1.74661, 1.91167], [3.92692, -1.43541, 3.76965], [3.03443, -4.30243, -1.46831], [2.62774, -2.74052, 1.94769], [2.61357, 7.72002, -0.80380], [-4.06862, 2.63351, -2.45627], [-1.11608, -1.76040, -3.83167], [7.56380, 0.75064, 2.16880], [-0.55026, 1.59860, -4.01876], [-3.49103, 1.95590, 4.49181], [6.68517, -0.36332, 1.14683], [2.70561, 4.69902, 1.58773], [8.60006, 0.24638, 0.31468], [0.04878, 2.09813, -3.24135], [-0.17947, -3.04612, 1.95163], [-8.27613, -0.51711, -0.59322], [-6.69766, -0.51899, 0.71127], [-4.25632, -1.24230, -5.21109], [9.37407, -0.79391, 1.01575], [0.64786, 3.03750, 1.24497], [-0.29986, 2.04327, -4.99353], [-4.35534, 4.93067, -4.21694], [-0.79618, -2.24374, 5.23123], [-2.46029, -2.82495, 2.40955], [-7.16782, 0.76641, -0.84604], [-4.34435, 4.48653, -3.29917], [3.55198, 8.01346, -1.27950], [2.14502, -0.34338, -0.44376], [9.08845, -0.07614, -1.81159], [0.28416, -4.18722, -3.73771], [7.35019, 0.51830, 1.11536], [-4.12042, 2.25776, 1.84460], [5.95055, 2.43457, 2.34222], [-3.62300, -0.88993, 0.14156], [-1.66315, 0.83737, 3.44463], [-1.90228, -2.86476, -2.62320], [2.54467, -2.35968, -1.65629], [-1.93109, 1.75139, -3.77920], [-2.73245, -2.52386, 4.84106], [-3.69666, -0.63676, -3.65770], [1.84623, 7.60107, -1.57443], [3.04846, -0.88468, 2.84242], [-1.88059, 1.51801, -0.06254], [-1.90723, 3.55617, -2.78996], [1.00352, -3.36558, -3.71765], [0.20225, -2.41211, 5.21147], [-1.05387, -3.82072, -4.37077], [-0.12373, 4.45222, 1.05180], [-3.10232, 1.06206, 1.69167], [-4.80434, 0.74031, 4.32248], [-6.29108, 1.11974, 1.89768], [7.70652, -1.02627, -1.25956], [-2.64006, -4.54248, 5.05267], [4.27433, -0.76867, 4.43417], [3.90532, -6.17774, -1.56565], [0.82897, -2.19142, 4.01918], [2.62135, -3.05949, 4.64202], [-1.93243, -4.24935, -0.38596], [-3.38301, 0.35989, -1.13231], [-2.63573, -3.08538, 1.45352], [3.42008, 0.00273, -0.94209], [-4.67404, 2.43343, -4.53018], [0.83659, 5.89053, -0.43041], [-1.54501, -2.90665, -6.13109], [-3.69863, 1.67948, 1.11999], [-4.19502, 1.14430, 5.90020], [-2.92774, -2.48620, -4.40383], [0.13691, -4.48033, -2.68591], [-0.01032, 0.65221, -0.05201], [-0.77016, -4.29634, -6.34276], [-3.89517, 1.01683, 4.85458], [-3.37550, -1.16146, -4.57050], [-4.79309, -0.69976, -1.09181], [-3.66527, -1.43795, 4.76768], [1.91599, -1.21268, 1.28558], [0.67425, 4.01627, 1.50682], [-1.71984, -2.66644, -3.68119], [-8.21262, 0.84068, 0.57488], [3.58819, -2.88690, -2.92230], [-4.28592, -1.47447, 5.67770], [-7.61923, 0.15631, -0.04639], [0.57167, -0.27082, -1.84822], [-3.66389, 5.04629, -2.78521]],
  "forces_ev_per_a": [[0.355, 0.841, -0.338], [-0.154, 0.165, 0.063], [0.450, 0.961, -0.520], [-0.025, -0.214, -0.174], [-0.129, 0.088, 0.311], [0.237, -0.287, 0.007], [-0.265, -0.074, 0.244], [-0.035, -0.065, 0.146], [0.301, -0.176, 0.113], [0.035, -0.173, -0.030], [0.060, -0.045, -0.058], [-0.355, 0.016, -0.444], [-0.423, 0.259, -0.019], [-0.006, -0.094, 0.072], [0.134, -0.161, -0.059], [-0.427, 0.791, 0.495], [-0.082, -0.020, -0.081], [-0.340, -0.544, -0.105], [0.201, 0.059, -0.123], [-0.707, 0.221, 0.112], [0.213, 0.883, -0.822], [0.818, 0.188, -1.632], [-0.656, 0.262, 0.739], [-0.372, -0.422, 0.202], [-0.368, -0.075, 0.395], [-0.208, -0.106, -0.133], [0.087, 0.000, -0.116], [-0.460, 0.132, -0.290], [-0.533, -0.257, 0.952], [0.418, 0.045, -0.125], [-0.371, -0.022, 0.073], [-0.163, 0.130, -0.326], [0.193, 0.112, -0.035], [0.013, 0.112, 0.218], [0.903, 0.479, -0.049], [-0.117, 0.673, -0.329], [1.083, 0.137, 0.617], [-0.083, -0.117, 0.087], [-3.527, -4.891, 3.289], [-0.071, 0.186, -0.413], [-0.202, 0.098, -0.138], [-0.073, -0.057, -0.039], [-0.013, 0.112, -0.549], [-0.326, -0.221, 0.094], [-0.575, -0.157, -0.049], [-0.384, 0.268, 0.200], [-0.283, -0.778, 0.509], [0.130, 0.108, 0.310], [-0.535, 1.040, 0.037], [0.276, -0.124, 0.058], [-0.017, 0.104, 0.202], [0.106, -0.554, -0.146], [0.047, -0.250, -0.294], [-0.019, 0.271, 0.122], [-0.293, -0.290, 0.108], [-0.611, -0.695, -0.392], [0.188, 0.004, -0.014], [0.244, 0.105, 0.215], [0.022, -0.002, 0.080], [0.465, 0.106, 0.220], [-0.572, 0.906, -1.352], [0.316, 0.309, 0.689], [-0.236, 0.182, -0.030], [-0.813, 0.264, 0.180], [-5.341, -4.253, 3.615], [-0.230, -0.116, 0.184], [0.062, 0.336, -0.156], [0.928, 0.015, -0.188], [1.736, 2.990, -3.887], [4.251, 2.928, -0.522], [0.428, 0.124, 0.059], [-0.220, -0.045, -1.128], [0.451, 0.633, -0.249], [-0.026, -0.245, -0.127], [0.217, -0.069, 0.282], [0.407, -0.156, -0.095], [0.409, 0.886, -0.195], [0.041, 0.046, -0.110], [0.121, -0.071, -0.197], [-0.077, -0.348, 0.117], [0.287, -0.888, 0.129], [-0.139, 0.124, -0.126], [-0.003, -0.090, -0.228], [-0.038, -0.361, 0.419], [0.638, -0.988, 0.588], [0.090, 0.153, -0.067], [0.195, 0.183, -0.047], [-0.321, -0.024, 0.136], [0.129, -0.081, 0.128], [-0.147, -0.196, 0.006], [0.033, -0.261, 0.257], [0.049, 0.027, 0.020], [0.130, 0.008, 0.196], [0.369, 0.351, -0.224], [-0.037, -0.211, -0.080], [0.047, 0.155, -0.109], [0.203, -0.279, 0.376], [-0.017, -0.279, 1.387], [-0.380, 0.157, 0.803], [-0.129, 0.240, -0.333], [0.070, -0.094, -0.032], [0.288, 0.338, -0.018], [-0.024, -0.023, -0.013], [0.029, 0.034, 0.062], [-0.129, 0.097, -0.110], [0.019, -0.721, 0.195], [-0.185, 0.221, -0.284], [0.219, -0.385, 0.166], [-0.059, 0.115, 0.002], [2.498, 4.160, -2.014], [0.107, 0.167, 0.331], [0.293, 0.238, -0.310], [-0.121, 0.057, -0.336], [0.364, 0.250, -0.833], [1.574, -0.731, -0.211], [-0.092, -0.255, 0.041], [-0.457, -0.226, -0.419], [-0.033, 0.313, -0.306], [0.036, -0.022, 0.039], [-0.114, -0.009, 0.251], [-0.012, -0.026, -0.142], [0.183, -0.039, 0.036], [-0.306, -0.131, -0.085], [0.578, -0.473, 0.017], [-0.627, 0.089, 0.697], [0.085, 0.105, 0.634], [0.165, -0.203, -0.029], [0.367, -0.299, 0.139], [0.832, -0.452, -0.199], [0.209, -0.807, -0.612], [0.324, 0.146, -0.272], [-0.005, -0.100, 0.114], [0.154, -0.136, 0.557], [0.066, 0.127, -0.059], [-0.554, 0.327, 0.267], [-0.112, 0.155, -0.105], [-1.721, -2.051, 0.545], [0.180, 0.014, 0.049], [-0.423, -0.367, 0.922], [-0.328, 0.130, -0.082], [-0.309, 0.388, 0.015], [0.223, -0.692, 0.988], [0.180, -0.715, -0.267], [0.949, 0.601, -0.486], [-0.288, 0.264, -0.646], [-0.155, -0.054, -0.040], [0.073, -0.042, -0.050], [-0.028, 0.064, -0.113], [-0.690, 1.260, -1.099], [0.294, -0.538, 0.338], [-0.170, -0.206, 0.200]],
  "mulliken_charge": [0.25, 0.56, -0.19, 0.22, -1.18, 0.17, 0.20, 1.02, -0.21, 0.24, 0.31, -0.52, 0.27, 0.27, -0.68, 1.63, 0.29, -0.87, 0.40, 0.00, -1.32, 0.26, -0.94, 0.41, 0.46, 0.30, 0.05, -0.77, -0.22, -0.61, -0.34, -0.95, 0.02, 0.13, 0.17, 0.13, 2.05, -0.53, 0.58, 0.46, 0.24, 0.42, -0.35, 0.28, 0.14, 0.45, -0.14, -0.90, -0.49, -0.10, 0.50, 0.61, -0.26, 0.30, 0.32, -0.29, -0.36, 0.28, 0.39, 0.34, -1.38, 0.48, 0.33, -0.15, -0.69, 0.30, 0.30, -0.57, 0.03, -0.39, 0.52, 0.41, -0.75, -0.60, -0.19, 0.32, -0.69, 0.41, 0.07, 0.20, 0.48, 0.11, -0.07, 0.30, -0.39, 0.39, -0.70, 0.20, 0.41, 0.29, 0.11, 0.18, 0.23, -0.82, 0.24, 1.47, 0.38, -1.47, -0.45, 0.40, 0.46, -0.63, 0.25, 0.26, -0.23, -0.01, -0.36, -0.21, 0.33, 0.75, 0.18, 0.25, 0.22, -0.29, 0.43, 0.31, -0.29, 0.26, 0.53, 0.26, 0.32, 0.26, 0.26, -0.03, 0.18, -0.70, -0.73, -0.15, -1.24, -1.30, 0.34, 0.27, -0.54, 0.45, -0.46, 0.27, 0.55, 0.26, -1.61, -0.13, 0.77, -0.92, -0.26, -0.76, 0.20, 0.30, 0.24, 0.46, -0.67, -0.47, 0.25],
  "multiplicity": 1,
  "total_energy_ha": -2923.84215,
  "gap_ev": 8.80,
  "relative_energy_kj_mol": 634.5
}

***

{
  "formula": "C5H12O",
  "method": "ωB97M-V with the def2-TZVPD basis set",
  "elements": ["H", "H", "H", "H", "H", "C", "H", "H", "H", "H", "C", "H", "H", "C", "C", "C", "O", "H"],
  "positions_angstrom": [[-1.81884, 0.72041, 1.85276], [-0.81812, -0.45917, -2.32947], [1.05342, 1.00704, -1.05730], [2.58491, -0.88271, -0.41090], [3.27355, 0.66382, 0.11069], [-1.63257, -0.60951, -1.57756], [-1.72952, -1.68958, -1.46431], [0.93692, 1.46756, 0.65576], [-1.55423, -1.08249, 1.77051], [-2.54340, -0.22228, -2.05785], [2.44295, -0.03102, 0.25530], [-0.21769, 0.00966, 2.16376], [-1.29729, 1.19739, -0.49929], [1.10938, 0.62380, -0.04095], [-1.19224, -0.08577, 1.54946], [-1.21560, 0.11565, -0.21855], [0.13342, -0.34791, 0.01278], [2.48495, -0.39491, 1.28516]],
  "forces_ev_per_a": [[-1.045, 0.143, 0.998], [-0.309, 0.167, 0.932], [0.527, 0.619, -0.276], [0.028, 0.010, 0.021], [-0.086, 0.007, 0.001], [-0.283, -0.096, 0.927], [-0.068, 0.022, 0.108], [-0.195, -0.231, -0.008], [-0.486, 0.090, 0.104], [0.110, -0.026, 0.498], [0.157, 0.051, -0.065], [-1.103, 0.166, -1.942], [0.450, -0.570, 0.752], [0.622, 0.298, -0.439], [-2.005, 0.394, -0.774], [2.083, -0.267, 1.636], [1.690, -0.808, -2.401], [-0.086, 0.030, -0.073]],
  "nbo_charge": [0.18, 0.22, 0.16, 0.21, 0.21, -0.63, 0.21, 0.15, 0.21, 0.21, -0.62, 0.21, 0.16, -0.06, -0.54, 0.08, -0.58, 0.21],
  "multiplicity": 1,
  "total_energy_ha": -272.81223,
  "gap_ev": 9.38,
  "relative_energy_kj_mol": 358.2,
  "smiles": "CCOC(C)C"
}